Density functional theory data (ωB97M-V/def2-TZVPD) for a 3-piece molecular cluster, C13H22BF3IO7S2 overall.

Results
E_HOMO = -5.020 eV
Total energy = -2453.8880 hartree
Total charge = -1
Orbital gap = 7.048 eV
E_LUMO = 2.028 eV

Geometry (Å):
O 2.353 -2.681 1.441
C 2.483 -1.825 0.657
I 4.534 -1.429 -0.127
C 1.478 -0.939 -0.009
C 0.096 -1.001 0.612
C -0.294 -0.003 1.687
O -1.682 -0.215 1.786
B -2.133 -0.721 0.443
C -2.906 -2.166 0.574
F -3.772 -2.266 1.638
F -3.695 -2.400 -0.550
F -2.117 -3.300 0.655
O -0.903 -0.815 -0.371
H 1.904 0.065 -0.037
H 1.409 -1.320 -1.034
H -0.066 -1.977 1.088
H 0.204 -0.249 2.630
H -0.083 1.034 1.393
H -2.969 0.047 -0.051
C 5.300 3.287 4.158
C 6.160 2.238 3.436
C 5.298 0.983 3.257
S 3.595 1.557 3.172
O 2.884 1.058 4.319
O 3.093 1.368 1.837
C 3.956 3.292 3.437
H 5.763 4.273 4.142
H 5.159 2.998 5.202
H 6.458 2.623 2.459
H 7.069 2.010 3.990
H 5.516 0.437 2.341
H 5.365 0.312 4.111
H 3.142 3.733 4.006
H 4.028 3.762 2.456
C -4.821 -1.723 -5.139
C -4.803 -1.823 -3.607
C -3.831 -0.762 -3.083
S -3.835 0.560 -4.300
O -2.540 0.649 -4.932
O -4.469 1.746 -3.780
C -4.955 -0.239 -5.457
H -5.635 -2.301 -5.577
H -3.881 -2.103 -5.547
H -5.804 -1.632 -3.216
H -4.503 -2.812 -3.267
H -4.117 -0.358 -2.116
H -2.811 -1.135 -3.016
H -4.664 0.032 -6.469
H -5.958 0.128 -5.242